# 1
C27H34N4O5S in the gas phase in a non-equilibrium geometry, computed with ωB97M-V/def2-TZVPD.

Output
- E_LUMO (eV) = -1.08
- SMILES = CCCCCCCCCc1nc2sc3c(c2c(=O)n1NC(=O)c1ccc([N+](=O)[O-])cc1)CC(C)(C)OC3

CARTESIAN COORDINATES (ANGSTROEM)
H1 -1.241 -3.427 -2.160
H2 -2.321 5.703 -1.458
H3 -4.865 -0.181 -2.116
C1 0.516 -1.023 1.624
H4 -3.738 2.239 -1.531
H5 4.416 -0.474 -1.011
H6 -4.024 5.929 -1.022
H7 2.267 -3.951 1.202
H8 2.183 -1.889 2.608
O1 9.300 2.071 0.089
C2 6.355 0.401 -0.897
C3 7.245 1.112 -0.101
H9 7.627 2.050 1.781
C4 -1.400 -4.805 -0.507
H10 -2.201 -5.298 0.048
H11 -2.780 6.042 0.220
H12 -5.144 2.170 0.488
C5 1.327 -2.213 2.014
H13 6.659 0.100 -1.888
C6 -3.781 3.319 -1.644
H14 -4.855 2.771 2.134
C7 -0.456 -4.144 0.499
C8 -2.023 -3.851 -1.526
C9 -3.179 1.789 1.230
C10 1.817 -3.036 0.814
S1 -3.131 0.247 2.043
H15 2.595 -2.488 0.279
H16 0.322 -2.485 -0.633
O2 8.819 1.058 -1.743
C11 -3.070 5.527 -0.692
C12 -3.574 -1.908 -1.956
H17 -1.291 4.122 0.605
H18 -2.861 -1.547 -2.702
H19 -1.021 -3.457 1.129
N1 -0.733 -1.004 1.962
C13 -2.831 -2.719 -0.897
H20 -1.220 3.297 -0.950
H21 -5.010 -1.052 -0.586
C14 -1.828 3.434 -0.055
C15 -1.466 0.064 1.614
C16 -4.311 -0.721 -1.351
H22 -2.169 -2.054 -0.339
H23 1.123 -4.022 -0.956
H24 5.364 1.472 2.676
N2 2.422 0.019 0.542
N3 1.079 0.001 0.915
C17 0.362 1.126 0.434
H25 -0.853 -5.579 -1.051
H26 -0.046 -4.927 1.142
N4 8.554 1.438 -0.624
O3 -4.086 3.943 0.707
C18 -1.998 2.133 0.655
C19 0.699 -3.397 -0.166
C20 5.657 1.190 1.677
H27 -3.602 -0.037 -0.888
H28 -3.211 3.596 -2.526
H29 -2.683 -4.432 -2.176
H30 -3.551 -3.135 -0.189
H31 -4.288 -2.555 -2.470
H32 -4.817 3.618 -1.789
C21 3.414 0.193 1.481
O4 0.953 1.920 -0.280
C22 -4.397 2.645 1.147
C23 4.746 0.495 0.883
C24 -0.997 1.142 0.867
H33 0.686 -2.827 2.645
H34 2.501 0.577 -0.313
C25 5.102 0.094 -0.404
C26 -3.203 4.030 -0.415
O5 3.237 0.054 2.669
C27 6.908 1.507 1.187

Forces on the atoms, in the same order (eV/Å):
H 0.01 0.02 -0.11
H 0.09 0.03 -0.10
H -0.09 0.12 -0.02
C -0.02 -0.31 0.21
H -0.02 -0.15 -0.04
H -0.05 -0.06 -0.06
H -0.11 0.07 -0.07
H 0.05 -0.01 0.01
H -0.11 -0.05 0.02
O 0.23 0.17 0.16
C 0.38 0.16 -0.08
C -1.20 -0.34 0.43
H 0.00 0.02 0.01
C 0.04 0.13 -0.03
H -0.03 -0.10 -0.03
H 0.07 0.07 0.09
H 0.07 0.08 0.08
C 0.43 -0.18 -0.10
H 0.00 -0.02 -0.01
C -0.01 0.10 0.38
H -0.01 -0.06 -0.11
C -0.01 -0.05 -0.33
C -0.07 -0.07 0.34
C 0.34 -0.14 -0.04
C -0.12 0.06 -0.16
S 0.31 0.29 -0.18
H 0.03 -0.09 0.06
H -0.02 0.07 -0.15
O 0.12 -0.07 -0.28
C -0.13 -0.42 0.19
C -0.02 0.08 0.33
H 0.04 0.06 -0.08
H 0.01 -0.05 -0.08
H 0.00 -0.01 0.13
N -0.10 -0.50 0.38
C 0.07 -0.10 -0.52
H -0.01 0.07 -0.01
H -0.10 0.01 0.11
C -0.28 0.16 0.06
C 0.17 0.73 -0.49
C 0.08 -0.13 -0.24
H 0.03 0.06 0.14
H -0.02 0.05 -0.11
H -0.01 0.02 0.07
N -0.32 -0.12 -0.51
N 0.21 0.36 0.08
C 0.13 -0.05 0.00
H -0.01 -0.09 0.04
H 0.01 0.01 0.12
N 0.42 0.09 -0.18
O 0.05 0.14 0.03
C -0.39 0.03 0.09
C 0.05 -0.17 0.31
C -0.18 -0.13 -0.11
H 0.04 0.13 0.09
H 0.07 0.00 -0.10
H 0.03 0.02 -0.09
H -0.04 0.00 0.13
H 0.04 -0.05 -0.09
H -0.11 0.04 -0.04
C -0.20 -0.05 0.20
O -0.06 0.22 -0.09
C -0.32 -0.15 0.07
C 0.33 0.07 -0.03
C -0.34 -0.53 0.40
H -0.02 0.12 -0.01
H -0.02 -0.15 0.29
C -0.06 0.11 0.25
C 0.37 0.23 -0.44
O 0.03 0.20 0.03
C 0.23 0.02 -0.19

natural (NBO) population analysis, charges in e, atoms 1 to 5: H 0.193; H 0.210; H 0.207; C 0.504; H 0.215

=====

# 2
A molecular structure, C27H34N9PdS2 in a non-equilibrium geometry, computed with ωB97M-V/def2-TZVPD.

Output
- E_LUMO (eV) = 2.61
- charge = -1

CARTESIAN COORDINATES (ANGSTROEM)
C1 -0.161 1.365 -1.466
H1 3.247 0.661 1.024
N1 -1.947 2.292 -2.191
H2 -1.032 -2.045 -7.001
H3 -0.713 -2.212 3.805
C2 3.431 0.428 5.908
H4 0.993 2.365 -4.418
C3 -1.843 -4.029 3.892
H5 -1.804 4.320 1.844
C4 -3.482 -4.051 -0.940
C5 -1.537 -2.063 -6.032
H6 1.481 4.710 -3.731
S1 0.336 -1.505 -2.608
H7 2.199 2.693 -0.728
C6 -1.238 -0.795 -5.232
C7 1.457 0.488 4.530
C8 -1.767 2.178 1.810
H8 -2.611 -2.169 -6.203
H9 3.205 2.876 -3.593
C9 2.182 -0.019 3.460
N2 -1.061 2.535 -3.080
C10 -2.339 -3.423 1.249
H10 0.584 0.791 -0.871
H11 1.100 4.448 -2.027
N3 2.649 -0.132 0.795
C11 4.150 -0.105 4.847
C12 -1.354 -1.422 -2.832
C13 1.291 2.003 -3.433
H12 -1.593 -4.239 4.924
H13 -2.842 2.084 1.734
S2 1.447 -0.332 1.770
C14 -2.567 -3.137 -0.167
C15 -2.937 -4.549 1.840
H14 5.200 -0.347 4.964
H15 -3.156 -5.091 -0.864
C16 2.383 2.922 -2.871
H16 -4.513 -3.990 -0.581
H17 -3.457 -3.749 -1.984
H18 0.661 4.540 1.952
C17 -1.340 -2.906 3.253
C18 -2.666 -4.864 3.155
H19 1.652 0.976 -3.519
N4 -1.884 -0.793 -3.937
N5 -2.268 -1.940 -2.032
H20 4.076 -0.727 2.784
C19 0.413 1.170 1.869
C20 -1.183 3.432 1.856
H21 3.848 2.962 -1.283
H22 3.924 0.619 6.853
H23 -3.097 -5.752 3.603
C21 3.525 -0.328 3.628
H24 2.704 5.031 -2.487
H25 -1.192 -2.933 -5.472
H26 1.520 1.139 6.572
C22 0.202 3.560 1.905
H27 -1.567 0.091 -5.783
H28 -3.603 -5.167 1.254
H29 3.086 1.375 -1.501
H30 -0.167 -0.717 -5.052
C23 -0.974 1.034 1.833
C24 2.910 2.451 -1.518
N6 -1.949 -2.162 -0.761
N7 0.081 1.974 -2.645
N8 -1.435 1.568 -1.177
Pd1 -0.236 -0.698 0.038
C25 1.889 4.366 -2.778
C26 2.084 0.720 5.747
H31 -2.890 -0.880 -3.959
C27 1.000 2.428 1.904
N9 -1.564 -2.609 1.984
H32 2.081 2.518 1.923
H33 -1.427 0.048 1.837
H34 0.405 0.721 4.414

Forces on the atoms, in the same order (eV/Å):
C -0.25 0.60 -0.46
H -0.12 0.10 0.18
N -0.11 0.01 -0.04
H -0.01 -0.01 -0.01
H 0.07 0.07 -0.04
C 0.09 -0.02 0.01
H -0.03 -0.10 -0.03
C 0.02 -0.08 0.02
H -0.01 -0.02 -0.01
C -0.02 0.00 0.01
C 0.04 0.07 0.11
H 0.01 0.03 0.02
S 0.18 -0.19 0.14
H -0.05 -0.09 0.07
C -0.05 -0.09 0.01
C -0.10 -0.06 0.02
C 0.02 0.17 0.04
H 0.01 -0.01 -0.03
H -0.04 -0.02 -0.05
C 0.10 -0.26 -0.10
N 0.25 0.05 -0.01
C 0.07 0.10 0.50
H -0.14 0.61 -0.40
H -0.02 0.00 -0.02
N 0.58 -0.26 -0.48
C -0.05 0.01 0.03
C 0.20 0.02 0.16
C 0.25 0.09 -0.10
H -0.01 0.03 0.01
H 0.01 -0.04 0.00
S -0.40 0.90 0.45
C -0.01 0.15 -0.75
C 0.00 0.01 -0.20
H 0.00 0.02 0.01
H -0.02 -0.01 0.00
C -0.19 0.08 0.12
H -0.01 -0.04 0.01
H -0.06 -0.06 0.05
H -0.02 0.01 -0.04
C 0.05 -0.01 0.02
C -0.05 0.02 0.05
H -0.05 -0.02 -0.01
N -0.08 -0.13 -0.05
N -0.53 0.34 -0.65
H -0.02 0.00 0.01
C -0.12 -0.35 -0.01
C -0.11 -0.01 0.00
H -0.02 -0.01 0.02
H -0.03 0.00 0.01
H -0.02 0.01 0.00
C 0.03 -0.03 -0.06
H -0.02 0.02 0.01
H 0.01 -0.02 -0.03
H -0.02 -0.01 -0.01
C 0.14 -0.09 0.01
H 0.05 0.02 0.01
H 0.07 -0.04 0.07
H 0.00 -0.03 0.06
H 0.01 0.09 -0.03
C 0.09 -0.01 0.24
C 0.07 0.03 -0.12
N 0.27 -0.42 0.80
N 0.03 -0.27 0.37
N 0.07 0.17 0.08
Pd 0.07 -1.14 0.27
C 0.07 -0.07 -0.09
C -0.01 -0.03 0.00
H -0.02 0.04 0.05
C 0.03 0.12 -0.10
N -0.07 0.10 -0.22
H 0.00 -0.01 0.02
H -0.07 -0.08 0.10
H 0.01 0.03 -0.03

Löwdin population analysis, charges in e, atoms 1 to 5: C -0.243; H -0.024; N -0.052; H 0.062; H 0.098